{"formula": "C3H3NO2S", "method": "ωB97M-V/def2-TZVPD", "de_lowest_kj_mol": 542.0, "lumo_ev": -0.84, "gap_ev": 8.7, "e_homo_ev": -9.512, "symbols": ["C", "H", "O", "C", "C", "O", "N", "H", "S", "H"], "xyz": [[0.87, 0.75, 0.03], [-0.69, 2.25, -0.17], [2.10, -1.12, -0.11], [-0.23, -1.20, 0.21], [-0.38, 1.23, 0.02], [-2.44, -0.20, -0.61], [0.95, -0.67, 0.07], [1.80, 1.18, 0.09], [-1.46, -0.05, 0.51], [-0.52, -2.17, -0.03]], "lowdin_charge": [-0.053, 0.099, 0.000, -0.207, -0.179, -0.513, -0.317, 0.108, 0.959, 0.104]}